{
  "formula": "C33H26IN8O2PbS2",
  "method": "ωB97M-V with the def2-TZVPD basis set",
  "elements": ["Pb", "O", "S", "O", "N", "C", "C", "C", "C", "C", "C", "C", "C", "N", "C", "C", "C", "C", "C", "C", "C", "H", "H", "H", "H", "H", "H", "H", "H", "H", "H", "H", "I", "C", "C", "N", "N", "C", "H", "H", "H", "N", "C", "C", "C", "C", "C", "C", "N", "C", "C", "C", "C", "N", "C", "C", "H", "H", "H", "H", "H", "H", "H", "H", "H", "S", "C", "C", "N", "C", "H", "H", "H"],
  "xyz": [[0.10290, -0.16170, -0.37800], [2.13410, 0.16120, -2.03260], [3.26580, 0.08030, -1.13090], [4.10750, 1.22100, -0.96900], [2.43380, -0.14610, 0.31170], [2.81910, -0.10410, 1.56860], [4.15120, -0.07690, 2.04240], [4.41490, -0.07490, 3.40100], [3.38790, -0.09230, 4.33230], [2.03330, -0.11520, 3.91760], [0.95020, -0.13380, 4.82130], [-0.33370, -0.13000, 4.32280], [-0.52460, -0.12360, 2.93990], [0.47110, -0.11060, 2.07260], [1.73280, -0.11320, 2.53410], [4.15490, -1.44070, -1.36730], [5.53320, -1.47560, -1.29070], [6.17880, -2.68410, -1.50970], [5.43760, -3.83580, -1.73740], [4.05150, -3.78270, -1.80620], [3.40060, -2.57280, -1.62840], [4.95710, -0.06940, 1.32370], [5.44000, -0.07110, 3.74160], [3.61430, -0.09080, 5.38800], [1.13860, -0.15520, 5.88390], [-1.18660, -0.12970, 4.98210], [-1.51590, -0.14160, 2.51450], [6.08710, -0.56740, -1.12080], [7.25680, -2.72010, -1.52440], [5.94450, -4.77920, -1.87200], [3.48500, -4.67800, -2.01210], [2.33240, -2.47210, -1.73410], [-1.49210, 6.24230, -0.66350], [-0.34990, 4.52390, -0.36040], [0.94780, 4.42200, 0.12330], [1.23140, 3.11480, 0.17070], [0.20750, 2.36720, -0.25180], [-0.75800, 3.20240, -0.58940], [1.63550, 5.18430, 0.43370], [2.12800, 2.69150, 0.37620], [-1.69110, 2.86970, -0.99400], [-7.58900, -0.84930, -0.69470], [-8.87870, -0.47600, -0.40260], [-10.11290, -1.00760, -0.71020], [-11.23980, -0.32900, -0.22970], [-11.13440, 0.77430, 0.62170], [-9.90470, 1.28340, 0.98420], [-8.75410, 0.64260, 0.48080], [-7.45410, 0.88110, 0.69160], [-6.76820, 0.01800, -0.04960], [-5.32420, 0.04290, -0.12600], [-4.59230, -0.74200, -1.02250], [-3.21290, -0.64940, -1.01320], [-2.53580, 0.13370, -0.17620], [-3.23260, 0.91470, 0.64780], [-4.61280, 0.91600, 0.70790], [-7.32440, -1.61270, -1.30130], [-10.21130, -1.92960, -1.26520], [-12.21710, -0.67280, -0.53160], [-12.03630, 1.25250, 0.97000], [-9.80600, 2.17790, 1.58050], [-5.07180, -1.40430, -1.72600], [-2.62240, -1.21700, -1.71860], [-2.65020, 1.57040, 1.27800], [-5.14860, 1.56540, 1.38240], [0.67670, -5.00760, 0.87570], [-0.93270, -4.74100, 0.35790], [-1.11250, -3.43850, 0.01650], [-0.00850, -2.65760, 0.15860], [1.00280, -3.35760, 0.60300], [-1.64550, -5.53920, 0.33650], [-2.03110, -3.00850, -0.33820], [1.97470, -2.94020, 0.77250]],
  "largest_force_ev_per_a": 1.503,
  "homo_ha": [-0.5423, -0.5423],
  "de_lowest_kcal_mol": 11.5,
  "gap_ev": [3.78, 4.86],
  "total_charge": 3
}